C65H73AsBN6O9S6Ti | ωB97M-V/def2-TZVPD

Cartesian coordinates (Å):
Ti: -0.625656 0.362533 -0.376833
C: -5.810202 -1.518653 -4.120945
C: -4.312164 -1.748352 -3.930575
C: -4.124953 -2.817104 -2.849720
C: -3.691327 -2.183288 -5.263112
N: -3.670869 -0.458720 -3.538758
C: -4.304444 0.774127 -3.588280
C: -3.361935 1.726253 -3.528953
N: -2.117076 1.123373 -3.443640
B: -0.909860 1.895531 -4.067424
N: 0.272019 0.963668 -4.355538
C: 0.458789 0.440919 -5.608988
C: 1.406625 -0.507080 -5.525583
N: 1.820736 -0.579373 -4.209577
C: 1.076906 0.305573 -3.499202
S: 1.236940 0.801464 -1.838879
C: 2.785845 -1.648358 -3.826038
C: 4.022027 -1.512934 -4.720375
C: 3.209562 -1.536243 -2.372959
C: 2.093856 -2.997170 -4.049799
N: -0.489744 3.164404 -3.260784
C: 0.082066 4.208596 -3.958059
C: -0.089450 5.334773 -3.250420
N: -0.761218 5.011961 -2.082902
C: -0.961940 3.660865 -2.095721
S: -1.653856 2.687273 -0.873158
C: -1.394383 6.093311 -1.274554
C: -1.897610 5.625121 0.085912
C: -0.385867 7.229047 -1.073516
C: -2.589321 6.605658 -2.089958
C: -2.328126 -0.221995 -3.398239
S: -1.139628 -1.379165 -3.057556
H: -6.270574 -2.460965 -4.410810
H: -6.008354 -0.793606 -4.910650
H: -6.271681 -1.187426 -3.189239
H: -4.733725 -3.687325 -3.099428
H: -4.439714 -2.422087 -1.884628
H: -3.089051 -3.129185 -2.782746
H: -4.180067 -3.089850 -5.619407
H: -2.628164 -2.381773 -5.143277
H: -3.817858 -1.398417 -6.011344
H: -5.368964 0.886679 -3.658338
H: -3.459193 2.796564 -3.564774
H: -1.296293 2.294511 -5.133006
H: -0.097599 0.787501 -6.459770
H: 1.802709 -1.141002 -6.294344
H: 4.446998 -0.512028 -4.639513
H: 3.794573 -1.707209 -5.767115
H: 4.775766 -2.234654 -4.409309
H: 3.647243 -0.558108 -2.180843
H: 3.948389 -2.306671 -2.157435
H: 2.357825 -1.681634 -1.711368
H: 1.880903 -3.165924 -5.105110
H: 1.152276 -3.028665 -3.502192
H: 2.731897 -3.806084 -3.695118
H: 0.548688 4.056266 -4.914290
H: 0.205108 6.338263 -3.489235
H: -2.218777 6.501698 0.649181
H: -2.746438 4.956973 -0.023216
H: -1.130077 5.105741 0.655888
H: 0.543518 6.853302 -0.648309
H: -0.806433 7.957644 -0.383250
H: -0.163220 7.744137 -2.006856
H: -3.290209 5.792468 -2.285039
H: -2.267102 7.023806 -3.043938
H: -3.109363 7.381868 -1.529269
C: -1.250528 -8.340972 -0.132356
C: -1.151928 -6.846606 -0.033142
C: -2.274814 -6.048840 -0.232826
C: -2.197093 -4.673459 -0.089023
C: -0.984714 -4.080971 0.247692
C: 0.150365 -4.857515 0.429395
C: 0.057642 -6.228633 0.289686
S: -1.182585 -2.351173 0.658871
O: -0.183049 -1.506476 -0.161808
C: -0.566247 -2.413954 2.349438
C: -1.656426 -2.560857 3.241086
C: -1.476555 -2.496907 4.583833
C: -0.188589 -2.267065 5.116484
C: 0.028307 -2.200039 6.511441
C: 1.286781 -2.052020 7.019587
C: 2.382310 -1.919552 6.147479
C: 2.200237 -1.952869 4.794296
C: 0.914861 -2.157081 4.233627
C: 0.718920 -2.268951 2.812367
C: 1.968365 -2.390933 2.008850
C: 2.771542 -3.560047 2.244052
C: 2.319143 -4.627904 3.057990
C: 3.146367 -5.667379 3.381149
C: 4.464930 -5.712036 2.893659
C: 4.911617 -4.727319 2.059891
C: 4.083248 -3.635136 1.715074
C: 4.553417 -2.578401 0.904253
C: 3.778066 -1.488331 0.670012
C: 2.485790 -1.385721 1.231204
S: 2.673703 1.191814 1.174452
O: 1.759774 -0.211557 1.045227
C: 2.848214 1.337634 2.938083
C: 4.089662 1.633185 3.489345
C: 4.213821 1.764130 4.863792
C: 3.117177 1.604921 5.706765
C: 3.273025 1.696109 7.197853
C: 1.881077 1.311673 5.136750
C: 1.744005 1.182220 3.766323
H: -2.201186 -8.639991 -0.569004
H: -1.171219 -8.789150 0.859471
H: -0.445085 -8.743203 -0.746274
H: -3.222951 -6.509974 -0.477537
H: -3.076954 -4.054162 -0.218905
H: 1.094419 -4.398068 0.685150
H: 0.936618 -6.838228 0.458995
H: -2.639733 -2.716501 2.815972
H: -2.311309 -2.615818 5.261406
H: -0.830486 -2.281220 7.165655
H: 1.444560 -2.031728 8.089842
H: 3.377599 -1.781927 6.549609
H: 3.049652 -1.798269 4.143934
H: 1.306693 -4.614041 3.437627
H: 2.784864 -6.460316 4.022294
H: 5.109406 -6.533308 3.176489
H: 5.914881 -4.766975 1.654031
H: 5.555895 -2.628040 0.497917
H: 4.143500 -0.654455 0.091141
H: 4.950887 1.767416 2.846944
H: 5.184382 1.989890 5.287868
H: 4.185155 2.227314 7.463412
H: 3.318244 0.691214 7.623575
H: 2.423860 2.207299 7.649656
H: 0.999869 1.186153 5.755312
H: 0.778661 0.936863 3.347190
O: -0.972688 3.300841 2.535342
As: -1.675860 1.662509 2.318375
O: -1.643940 1.115908 3.838952
O: -0.522402 1.077843 1.177701
C: -3.390192 2.240924 1.596114
C: -3.949522 3.439435 2.004119
C: -5.183319 3.817452 1.490946
C: -5.843407 3.023228 0.560314
C: -5.308581 1.802276 0.177970
C: -4.091740 1.427149 0.712649
S: -3.374299 -0.153511 0.452773
O: -2.624314 -0.391485 1.677567
O: -4.359610 -1.141980 0.149639
O: -2.377083 -0.025287 -0.686882
H: -0.439266 3.277794 3.340955
H: -3.412320 4.050908 2.716401
H: -5.636087 4.741673 1.823618
H: -6.789865 3.347115 0.150389
H: -5.823545 1.133516 -0.498610
C: 3.160204 4.464777 0.817995
C: 3.794821 4.111569 -0.541781
C: 2.582182 3.962840 -1.464487
O: 1.506808 3.554043 -0.630493
C: 1.649914 4.302609 0.569302
H: 3.393619 5.483884 1.122159
H: 3.500187 3.785159 1.596045
H: 4.331240 3.165165 -0.480302
H: 4.476862 4.880897 -0.899616
H: 2.707580 3.204608 -2.236133
H: 2.339769 4.926875 -1.933215
H: 1.125404 3.767581 1.356484
H: 1.190604 5.289099 0.435318

Force components x, y, z for each atom (eV/Å):
2.9 0.7 -3.5
0.1 0.1 0.0
0.1 -0.3 0.0
0.0 0.1 -0.1
-0.1 0.0 0.1
0.4 0.3 0.2
-0.1 0.2 0.0
0.0 0.1 -0.1
-0.4 -0.3 -0.3
-0.1 -0.2 0.4
0.3 -0.1 0.0
0.0 -0.1 -0.1
-0.1 0.0 -0.1
-0.2 0.3 0.0
0.0 0.2 -0.2
0.2 0.2 0.1
0.2 -0.3 0.1
-0.1 0.1 0.0
-0.2 0.1 -0.1
-0.1 0.1 0.0
-0.2 0.3 0.3
0.0 0.1 -0.1
0.1 0.1 -0.1
0.1 -0.4 -0.1
0.1 -0.2 -0.2
-0.1 0.5 -0.2
-0.3 0.3 0.1
0.2 -0.1 0.0
0.0 -0.2 -0.1
0.1 0.0 0.0
-0.1 -0.1 -0.3
-0.1 -0.3 0.0
0.0 0.0 0.0
-0.1 0.0 0.0
-0.1 0.0 0.0
-0.1 0.0 0.0
0.0 -0.1 0.0
0.1 0.0 0.0
0.0 0.0 0.0
0.0 0.0 0.0
0.0 0.0 0.0
0.0 0.0 0.0
-0.1 0.0 0.0
0.1 0.1 -0.1
-0.1 0.0 0.0
0.1 0.0 0.0
0.0 0.0 0.0
0.0 0.0 0.0
0.0 0.0 0.0
0.1 0.0 0.1
0.0 0.0 -0.1
0.0 0.0 0.1
0.0 0.0 0.0
0.0 0.0 0.0
0.1 0.0 0.0
0.0 0.0 0.0
0.0 0.0 0.0
0.0 0.0 0.0
0.0 0.0 0.1
0.0 0.0 0.0
0.0 0.0 0.0
0.0 0.0 0.0
0.0 0.1 0.0
0.0 0.0 0.0
0.0 0.0 0.0
0.0 0.0 0.0
0.1 0.1 0.0
-0.2 0.1 0.0
0.1 -0.1 0.1
0.0 0.2 0.0
-0.5 0.3 -0.2
0.2 0.1 0.0
0.0 0.0 0.0
1.0 -2.2 0.4
0.1 -0.4 0.5
-0.2 0.4 0.2
-0.1 0.1 -0.1
0.0 -0.1 0.0
0.2 0.0 -0.2
0.0 0.0 0.1
-0.1 0.0 0.0
0.0 0.0 -0.2
0.1 0.0 0.1
-0.3 0.0 0.0
0.1 0.1 -0.1
0.0 0.3 -0.3
0.2 0.0 -0.1
0.0 -0.1 0.0
-0.1 0.1 0.0
0.1 0.0 -0.1
0.0 -0.1 0.0
-0.2 -0.1 0.2
0.0 0.2 0.0
0.0 0.0 -0.1
0.0 -0.2 0.2
-0.1 0.4 0.3
0.5 -0.3 0.4
0.0 -0.2 -0.2
0.0 -0.1 -0.1
0.0 0.1 0.1
0.1 0.0 0.0
0.0 0.0 -0.1
-0.1 0.1 -0.1
-0.1 0.0 0.0
0.0 0.0 0.0
0.0 0.0 0.0
0.0 0.0 0.0
0.0 0.0 0.0
0.0 0.0 0.0
0.0 0.0 0.0
0.0 0.0 0.0
-0.1 0.1 0.1
0.0 0.0 0.0
0.0 0.0 0.0
0.0 0.0 0.0
0.0 0.0 0.0
0.0 0.0 0.0
0.0 0.0 0.0
0.0 0.0 0.0
0.0 0.0 0.0
0.0 0.0 0.0
0.0 0.0 0.0
0.1 -0.1 0.0
0.0 -0.1 0.0
0.0 0.0 0.0
0.0 0.0 0.1
0.0 0.0 0.1
0.0 0.0 0.0
0.0 0.0 0.1
0.0 -0.1 0.1
-0.2 -0.3 -0.6
-0.7 2.4 2.4
0.2 -0.8 0.0
0.3 0.0 1.1
0.2 -0.3 -0.2
0.3 -0.1 0.1
0.0 0.0 -0.1
0.0 0.1 0.1
0.1 -0.1 -0.1
0.2 0.0 0.2
-1.7 -0.8 0.3
0.0 0.5 0.3
-0.1 0.4 -0.3
-2.0 -0.4 0.2
-0.1 -0.1 0.1
-0.1 0.1 0.0
0.0 0.0 0.0
0.0 0.0 0.0
0.0 0.0 0.0
-0.1 -0.1 -0.2
-0.2 -0.1 0.0
0.0 0.1 0.1
0.3 0.3 0.0
0.0 0.0 0.0
0.0 0.0 0.1
0.1 0.1 0.1
0.1 0.0 0.0
0.1 0.0 0.0
0.0 0.1 -0.1
0.0 0.0 0.0
-0.1 0.0 0.0
0.0 0.0 0.1

Summary:
**Energy relative to the best compared isomer or geometry (same formula, charge and spin)**: 0.0 kJ/mol
**Kohn-Sham gap**: 6.7 eV
**Total charge**: +1
**LUMO**: -2.659 eV
**E_HOMO**: -9.4 eV